No. 1
# C4H10N2O

An isolated molecule of C4H10N2O (ωB97M-V/def2-TZVPD, OMol25).

```
17
Properties=species:S:1:pos:R:3:forces:R:3
C -0.282 -0.820 1.745 -2.3 0.2 -0.7
C 0.816 0.097 1.429 4.1 0.9 -0.9
C 1.049 0.562 -0.053 1.1 1.9 0.7
N -0.230 1.023 -0.709 -0.1 -0.9 -1.0
C -1.070 0.105 -1.367 -1.9 0.6 0.7
N -0.482 -0.591 -2.445 -3.2 -0.8 2.5
O -2.281 0.031 -1.033 2.8 -0.2 -1.4
H -0.146 -1.361 2.636 0.7 -1.0 1.0
H -0.554 -1.487 0.927 0.2 -0.2 0.0
H -1.217 -0.281 1.979 0.3 0.1 -0.5
H 0.809 0.993 2.022 -0.4 0.4 0.5
H 1.869 -0.323 1.671 -1.6 0.2 0.0
H 1.875 -0.121 -0.471 -2.6 0.1 -0.8
H 1.747 1.471 -0.127 -1.2 -0.7 0.9
H -0.852 1.817 -0.370 1.8 -1.7 0.3
H 0.214 -0.078 -2.887 1.1 0.7 -1.2
H -1.265 -1.038 -2.947 1.2 0.3 -0.1
```
Positions in Å, forces in eV/Å.

Computed properties:
SMILES = CCCNC(N)=O
energy above the lowest of the compared OMol25 structures with the same formula, charge and spin = 174.9 kJ/mol
net charge = 0
LUMO level = 0.901 eV
frontier orbital gap = 10.15 eV
multiplicity = 1
max |F| = 4.28 eV/A

=====

No. 2
# C29H30N5O3SV

A structure of composition C29H30N5O3SV (ωB97M-V/def2-TZVPD, OMol25).

```
69
Properties=species:S:1:pos:R:3:forces:R:3
V 0.051 -0.273 -0.393 0.0 0.1 0.0
C -3.594 0.739 0.218 0.0 0.0 0.0
C -3.222 1.952 -0.635 0.0 0.0 0.0
C -1.736 2.343 -0.569 0.0 0.0 0.0
N -0.754 1.421 -1.096 0.0 0.0 0.0
C -0.356 1.514 -2.377 0.0 0.0 0.0
C -1.091 2.061 -3.409 0.0 0.0 0.0
C -0.712 2.238 -4.767 0.0 0.0 0.0
C 0.531 2.330 -5.312 0.0 0.0 0.0
C 1.730 2.352 -4.534 0.0 0.0 0.0
C 1.914 1.804 -3.319 0.0 0.0 0.0
C 1.010 0.805 -2.660 0.0 0.0 0.0
N 1.517 0.287 -1.391 0.0 0.0 0.0
C 2.842 0.475 -0.855 0.0 0.0 0.0
C 2.791 1.341 0.410 0.0 0.0 0.0
C 2.241 0.625 1.642 0.0 0.0 0.0
N 0.898 0.084 1.472 0.0 -0.1 0.0
C 0.253 -0.373 2.527 0.0 0.0 0.0
C 0.861 -0.471 3.804 0.0 0.0 0.0
C 0.345 -0.737 5.060 0.0 0.0 0.0
C -0.961 -0.942 5.469 0.0 0.0 0.0
C -2.060 -1.000 4.619 0.0 0.0 0.0
C -2.132 -0.978 3.244 0.0 0.0 0.0
C -1.133 -0.868 2.236 0.0 0.0 0.0
N -1.361 -1.086 0.962 0.0 0.0 0.0
C -2.614 -1.620 0.447 0.0 0.0 0.0
C -3.290 -0.600 -0.468 0.0 0.0 0.0
H -4.655 0.786 0.480 0.0 0.0 0.0
H -3.045 0.806 1.164 0.0 0.0 0.0
H -3.786 2.825 -0.288 0.0 0.0 0.0
H -3.526 1.775 -1.670 0.0 0.0 0.0
H -1.499 2.509 0.491 0.0 0.0 0.0
H -1.615 3.306 -1.081 0.0 0.0 0.0
H -2.126 2.292 -3.186 0.0 0.0 0.0
H -1.544 2.380 -5.453 0.0 0.0 0.0
H 0.611 2.536 -6.373 0.0 0.0 0.0
H 2.560 2.923 -4.943 0.0 0.0 0.0
H 2.820 2.067 -2.793 0.0 0.0 0.0
H 3.533 0.917 -1.573 0.0 0.0 0.0
H 3.286 -0.498 -0.598 0.0 0.0 0.0
H 2.186 2.225 0.194 0.0 0.0 0.0
H 3.800 1.681 0.670 0.0 0.0 0.0
H 2.250 1.325 2.487 0.0 0.0 0.0
H 2.935 -0.188 1.902 0.0 0.0 0.0
H 1.929 -0.304 3.798 0.0 0.0 0.0
H 1.089 -0.749 5.851 0.0 0.0 0.0
H -1.143 -1.059 6.530 0.0 0.0 0.0
H -3.022 -1.108 5.112 0.0 0.0 0.0
H -3.137 -1.070 2.858 0.0 0.0 0.0
H -3.294 -1.953 1.233 0.0 0.0 0.0
H -2.362 -2.501 -0.151 0.0 0.0 0.0
H -4.207 -1.046 -0.864 0.0 0.0 0.0
H -2.633 -0.436 -1.322 0.0 0.0 0.0
O 2.818 -1.592 -5.418 0.0 0.0 0.0
S 1.515 -1.089 -5.836 0.0 0.0 0.0
O 1.302 -0.893 -7.274 0.0 0.0 0.0
N 0.737 -0.322 -3.564 0.0 0.0 0.0
C -0.002 -1.275 -3.131 0.0 0.0 0.0
O -0.556 -1.406 -1.962 0.0 0.0 0.0
C -0.274 -2.370 -4.119 0.0 0.0 0.0
C -1.154 -3.399 -3.804 0.0 0.0 0.0
C -1.438 -4.391 -4.729 0.0 0.0 0.0
C -0.851 -4.362 -5.987 0.0 0.0 0.0
C 0.025 -3.339 -6.316 0.0 0.0 0.0
C 0.314 -2.362 -5.377 0.0 0.0 0.0
H -1.610 -3.395 -2.823 0.0 0.0 0.0
H -2.127 -5.187 -4.472 0.0 0.0 0.0
H -1.079 -5.132 -6.715 0.0 0.0 0.0
H 0.481 -3.282 -7.296 0.0 0.0 0.0
```
Positions in Å, forces in eV/Å.

Computed properties:
expectation value of S² = 3.781
net charge = -1
LUMO level (alpha / beta) = 2.510 / 2.085 eV
frontier orbital gap (alpha / beta) = 6.16 / 5.98 eV
multiplicity = 4
max |F| = 0.15 eV/A

=====

No. 3
# C13H52O13

A cluster of 13 separate species, C13H52O13 in total (ωB97M-V/def2-TZVPD, OMol25).

```
78
Properties=species:S:1:pos:R:3:forces:R:3
C 2.750 -4.257 -0.096 0.8 0.7 -1.1
O 1.852 -3.254 0.393 0.3 -1.5 0.0
H 3.114 -3.883 -1.053 -0.3 -0.4 -0.8
H 3.725 -4.287 0.390 -0.3 -0.3 1.1
H 2.336 -5.257 -0.231 -0.3 0.3 0.4
H 2.434 -2.491 0.379 -0.2 1.2 0.3
C 1.226 4.755 1.861 0.6 0.2 -0.5
O 0.757 3.746 0.993 0.9 -0.8 1.1
H 0.573 5.626 1.818 -0.3 -0.2 0.7
H 1.463 4.323 2.833 -0.9 0.1 0.3
H 2.206 5.159 1.606 0.4 0.0 -0.7
H 0.398 4.155 0.202 -0.3 0.5 -0.2
C -3.296 0.471 -4.673 -2.0 -0.3 1.1
O -2.267 0.491 -3.667 -0.1 -0.3 -1.6
H -3.324 -0.235 -5.502 1.9 0.1 -0.2
H -4.200 0.050 -4.232 -0.4 0.2 0.7
H -3.649 1.442 -5.021 0.7 0.3 -0.1
H -2.680 0.851 -2.879 0.0 0.1 0.2
C -2.859 3.209 2.655 0.3 0.6 -1.4
O -2.671 3.789 1.330 -0.3 -0.4 1.1
H -2.946 4.118 3.250 0.0 -0.6 0.6
H -3.714 2.539 2.745 -0.6 0.5 -0.2
H -2.044 2.536 2.922 0.6 0.5 0.2
H -2.850 3.098 0.689 0.1 -0.5 -0.4
C -2.273 -2.156 2.018 -0.2 -1.2 0.0
O -3.289 -2.471 1.066 -0.4 0.3 1.0
H -1.731 -3.063 2.286 0.8 -0.1 -0.7
H -1.634 -1.358 1.639 0.2 0.0 0.4
H -2.668 -1.996 3.021 -0.7 1.0 -0.3
H -2.854 -2.895 0.323 0.4 0.1 -0.2
C -2.661 -3.912 -1.891 -0.1 -1.9 -2.1
O -1.753 -3.259 -1.122 0.2 0.8 2.3
H -2.817 -4.947 -1.586 0.0 -0.1 0.7
H -3.666 -3.501 -1.982 0.2 0.7 0.0
H -2.167 -4.071 -2.850 -0.7 0.2 -0.7
H -1.033 -2.858 -1.614 0.3 0.1 -0.3
C 1.005 -3.303 -3.109 -0.3 0.9 -1.2
O 0.673 -2.436 -2.022 0.2 -0.5 -0.3
H 1.269 -2.623 -3.919 0.0 -0.2 -0.3
H 1.841 -3.999 -3.038 0.0 0.1 0.9
H 0.133 -3.866 -3.439 -0.1 -0.1 0.1
H 1.147 -2.725 -1.239 0.1 -0.2 0.8
C 4.354 2.406 1.404 -1.2 -1.2 1.2
O 3.143 1.912 0.825 0.4 -0.3 -1.4
H 4.137 2.182 2.448 1.0 0.7 0.6
H 5.148 1.724 1.102 0.1 0.3 -0.2
H 4.602 3.456 1.243 -0.2 -0.1 -0.3
H 2.358 2.349 1.162 -0.2 0.6 0.0
C -0.525 3.941 -1.929 -2.3 0.0 -1.1
O -0.228 5.007 -1.079 1.2 0.8 0.6
H -1.567 3.691 -1.727 -0.1 -0.7 0.1
H -0.582 4.324 -2.948 0.7 -0.4 -0.4
H 0.072 3.037 -1.811 0.4 0.5 0.1
H -0.922 5.667 -1.152 0.0 -0.1 0.2
C 2.148 -1.769 3.292 0.9 0.4 0.6
O 1.103 -1.928 4.216 -1.3 -0.4 -0.2
H 1.868 -1.643 2.247 -0.7 0.1 0.4
H 2.668 -0.874 3.636 0.7 0.0 -0.6
H 2.798 -2.644 3.305 0.3 0.0 0.1
H 1.356 -1.560 5.066 0.1 0.0 -0.2
C 4.580 -1.226 0.016 -0.3 0.1 0.8
O 3.199 -0.898 0.090 -0.2 -1.2 -0.6
H 5.115 -0.446 -0.525 0.3 -0.2 0.1
H 4.940 -1.415 1.027 0.5 0.6 0.2
H 4.726 -2.211 -0.428 -0.4 0.2 -0.7
H 3.038 -0.025 0.456 0.4 0.7 0.1
C 0.121 0.430 0.344 0.0 0.4 0.3
O -0.754 0.086 -0.720 0.5 -0.1 -0.3
H 0.755 1.295 0.151 -0.3 0.2 -0.5
H -0.550 0.686 1.164 0.6 -0.2 0.6
H 0.832 -0.373 0.536 -0.4 -0.2 0.4
H -0.498 -0.807 -0.960 -0.3 -0.1 -0.6
C -3.864 0.612 0.206 -0.2 -1.0 0.0
O -3.024 1.565 -0.350 0.3 1.8 -0.5
H -4.024 -0.137 -0.571 -0.5 -0.4 0.3
H -3.374 0.130 1.052 -0.3 -0.1 0.2
H -4.805 1.072 0.508 0.1 0.0 0.0
H -2.195 1.124 -0.551 0.5 -0.3 -0.1
```
Positions in Å, forces in eV/Å.

Computed properties:
energy above the lowest of the compared OMol25 structures with the same formula, charge and spin = 288.3 kJ/mol
net charge = 0
LUMO level = 0.536 eV
frontier orbital gap = 9.94 eV
multiplicity = 1
max |F| = 2.80 eV/A

=====

No. 4
# C33H45F2N6O5P

A cluster of 3 separate species, C33H45F2N6O5P in total (ωB97M-V/def2-TZVPD, OMol25).

```
92
Properties=species:S:1:pos:R:3:forces:R:3
C 4.130 1.779 0.578 0.3 -1.6 -0.2
C 3.526 1.444 -0.946 1.0 0.4 1.4
C 4.496 0.261 -1.546 0.5 0.7 0.4
C 4.621 0.214 -3.174 1.4 1.1 0.5
N 3.361 -0.117 -3.929 -1.9 -1.8 2.4
C 2.409 -1.005 -3.163 -2.0 0.2 0.4
N 1.037 -0.471 -2.858 2.8 -5.6 1.0
C 0.158 -1.450 -2.135 0.2 -0.3 -0.1
C -1.398 -0.946 -1.808 -0.3 -4.3 0.8
P -2.033 0.803 -2.383 1.0 2.9 1.4
N -1.622 1.834 -1.162 -2.5 -2.0 -2.2
O -3.738 0.830 -2.747 3.4 -2.0 -1.3
O -1.205 1.397 -3.804 -1.5 -3.2 1.5
C -2.451 -1.949 -0.999 2.7 -0.6 -0.7
C -4.011 -1.594 -0.647 -0.6 0.1 -0.5
C -4.227 -0.339 0.384 0.4 -0.9 -0.1
O -5.711 -0.165 0.518 0.8 2.9 -1.5
C -6.129 1.140 -0.032 -1.8 1.5 -4.9
O -6.407 1.367 -1.337 2.0 -2.1 8.5
C -6.317 2.384 1.054 0.8 -0.4 -0.5
C -5.339 3.625 0.548 0.4 -0.9 0.3
C -1.916 -3.448 -0.486 3.7 1.4 -2.2
O -2.756 -4.390 0.272 2.6 2.9 -0.3
C -2.507 -4.181 1.721 -0.4 0.0 2.1
C -3.933 -4.016 2.517 0.3 0.1 0.2
C -3.661 -3.294 3.979 -0.2 -0.5 -0.3
C -4.761 -2.107 4.291 0.9 0.2 0.6
C -0.378 -3.880 -0.852 -1.9 0.9 -0.3
C 0.164 -5.377 -0.340 1.3 1.4 0.3
C 1.164 -5.033 0.956 -0.7 1.2 0.4
F 2.603 -5.139 0.620 -3.1 -0.2 0.8
C 0.699 -2.920 -1.698 -2.1 0.0 0.8
N 2.050 -3.524 -1.960 -0.4 7.3 -3.1
C 2.853 -2.508 -2.724 -1.2 -1.2 1.0
F 4.246 -2.936 -3.126 -4.7 1.4 1.4
H 5.035 2.527 0.547 -2.0 -1.3 0.1
H 3.295 2.049 1.352 1.7 -0.1 -1.6
H 4.589 0.741 0.948 -1.0 2.2 -0.6
H 3.660 2.439 -1.555 -0.7 -2.1 0.9
H 2.411 1.125 -0.769 2.2 0.7 -0.9
H 4.182 -0.740 -1.029 0.6 1.7 -1.2
H 5.591 0.504 -1.136 -2.3 -0.5 -1.0
H 5.510 -0.497 -3.486 -1.9 1.3 0.6
H 4.941 1.311 -3.518 -0.6 -2.5 0.8
H 2.899 0.714 -4.359 0.2 -1.1 1.0
H -2.530 2.259 -0.858 1.0 0.0 -0.3
H -3.869 0.233 -3.567 0.0 1.4 1.7
H -0.950 0.625 -4.390 -0.2 1.2 0.9
H -4.655 -1.343 -1.621 1.7 -0.5 2.0
H -4.563 -2.535 -0.163 1.6 2.0 -1.1
H -3.733 0.655 0.004 -0.8 -2.1 0.9
H -3.820 -0.694 1.440 -0.8 1.1 -2.1
H -7.457 2.725 1.095 2.5 -1.0 -0.2
H -5.922 2.043 2.120 -1.1 0.6 -2.3
H -5.222 3.668 -0.627 -0.7 0.0 2.5
H -4.263 3.382 1.005 -2.5 0.9 -1.0
H -5.783 4.605 1.010 1.1 -1.7 -1.1
H -1.931 -5.096 2.222 -1.1 1.7 -1.4
H -1.846 -3.220 1.946 -1.5 -1.9 -0.8
H -4.667 -3.398 1.841 1.5 -1.0 1.4
H -4.466 -5.043 2.747 1.2 2.0 -0.8
H -3.679 -4.172 4.783 -0.1 2.1 -1.6
H -2.586 -2.825 4.034 -2.0 -0.9 -0.3
H -5.243 -2.341 5.346 0.8 0.8 -2.3
H -5.574 -1.970 3.458 1.6 -0.5 1.7
H -4.135 -1.094 4.341 -1.6 -2.1 0.1
H -0.705 -6.079 0.010 1.6 1.5 -0.9
H 0.881 -5.884 -1.148 -1.9 1.2 1.6
H 0.852 -5.657 1.918 1.2 0.9 -2.2
H 0.982 -3.894 1.263 0.6 -2.5 -0.8
C 9.894 3.157 -2.647 0.0 0.0 0.0
C 9.760 1.775 -2.562 0.0 0.3 0.0
C 8.511 1.222 -2.792 -0.8 0.4 -0.2
N 7.411 1.948 -3.091 1.0 0.5 0.2
C 7.572 3.287 -3.165 -0.2 -0.9 0.0
C 8.780 3.932 -2.955 0.2 -0.2 0.1
H 10.858 3.627 -2.475 -0.1 -0.1 0.0
H 10.609 1.144 -2.323 -0.1 0.0 0.0
H 8.356 0.148 -2.741 0.0 0.1 0.0
H 6.672 3.848 -3.404 0.1 0.0 0.0
H 8.851 5.011 -3.029 0.0 -0.1 0.0
C -1.057 3.862 4.574 0.0 0.0 0.0
C -0.876 2.955 3.535 -0.1 0.2 0.2
C -1.958 2.669 2.718 -0.8 0.2 0.0
N -3.183 3.219 2.873 1.0 0.1 0.9
C -3.328 4.095 3.891 0.0 -0.5 -0.7
C -2.306 4.447 4.758 0.2 -0.1 -0.1
H -0.232 4.112 5.234 -0.1 0.0 -0.1
H 0.084 2.481 3.366 -0.1 0.0 0.0
H -1.867 1.970 1.892 0.1 0.0 0.0
H -4.322 4.521 3.996 0.1 0.0 0.0
H -2.479 5.158 5.557 0.0 -0.1 -0.1
```
Positions in Å, forces in eV/Å.

Computed properties:
SMILES = CCCCNc1nc2c(P(=N)(O)O)c(CCOC(=O)CC)c(OCCCC)c(CCF)c2nc1F.c1ccncc1.c1ccncc1
net charge = 0
LUMO level = -1.538 eV
frontier orbital gap = 6.68 eV
multiplicity = 1
max |F| = 9.03 eV/A

=====

No. 5
# CsH4O2

A structure of composition CsH4O2 (ωB97M-V/def2-TZVPD, OMol25).

```
7
Properties=species:S:1:pos:R:3:forces:R:3
Cs -0.658 2.256 -0.600 0.1 0.4 -0.4
O -0.006 -0.110 1.237 -0.2 0.2 0.2
H -0.035 -0.627 2.057 0.1 0.1 -0.2
H -0.913 0.178 1.089 -0.2 -0.6 0.5
O 0.206 -0.582 -1.471 0.1 0.6 0.3
H 0.297 -0.562 -0.499 0.2 -0.6 -0.3
H 1.109 -0.553 -1.813 -0.2 -0.2 0.0
```
Positions in Å, forces in eV/Å.

Computed properties:
energy above the lowest of the compared OMol25 structures with the same formula, charge and spin = 57.5 kJ/mol
net charge = +1
LUMO level = -3.937 eV
frontier orbital gap = 11.55 eV
multiplicity = 1
max |F| = 0.77 eV/A

=====

No. 6
# C20H22N4O3S

A structure of composition C20H22N4O3S (ωB97M-V/def2-TZVPD, OMol25).

```
50
Properties=species:S:1:pos:R:3:forces:R:3
C -4.418 -3.300 0.119 -0.4 0.1 -1.1
C -2.841 -3.085 0.335 -4.6 -0.8 -0.6
H -2.721 -2.645 1.344 0.2 -0.4 -0.6
H -2.393 -4.048 0.206 0.5 -0.7 0.5
C -2.365 -2.209 -0.755 0.6 7.1 15.3
C -1.011 -1.874 -0.286 -3.9 -0.6 2.5
N -0.144 -1.817 -1.078 5.5 0.3 -11.5
N 1.149 -1.441 -0.919 -1.3 -0.7 3.9
C 1.195 -1.330 0.387 2.0 0.2 2.5
N 2.417 -1.182 1.213 -3.9 -0.4 -0.3
C 3.439 -0.158 1.036 -6.8 -5.6 -3.2
O 4.337 -0.392 1.654 9.0 0.1 6.5
C 3.535 0.512 -0.201 -4.3 10.5 4.8
C 4.485 0.383 -1.184 1.2 -3.4 -7.1
C 4.124 -1.083 -1.946 -4.7 1.2 11.6
H 3.020 -1.141 -1.990 0.9 0.0 -1.0
H 4.349 -2.017 -1.037 -0.6 2.8 -2.5
H 4.725 -1.306 -2.604 5.5 -2.1 -7.4
H 4.504 1.172 -2.055 -0.2 -1.2 2.2
H 5.447 0.340 -0.697 0.3 0.0 0.0
H 3.849 1.598 0.313 -0.2 -2.2 -0.8
O 2.115 1.074 -0.472 5.3 -3.7 -5.7
C 1.330 1.611 0.283 -2.9 3.2 5.4
O 1.567 1.862 1.529 -1.0 -0.7 -4.6
C -0.021 1.717 -0.624 0.1 2.2 19.3
C -0.069 1.386 -1.748 -8.8 -3.6 -8.5
C -1.426 1.080 -2.316 -2.0 4.9 3.4
N -2.490 1.515 -1.633 -0.2 -3.0 0.7
C -2.519 1.519 -0.160 7.6 -0.4 -6.4
C -3.610 1.591 0.528 -3.8 0.0 -2.8
C -3.613 1.911 1.762 0.6 -0.7 3.0
C -2.433 1.877 2.364 3.4 3.3 8.3
C -1.183 1.877 1.833 -2.5 -2.3 -5.1
C -1.217 1.535 0.393 0.5 3.2 0.3
H -0.313 1.855 2.347 2.3 0.4 1.6
H -2.358 2.238 3.600 -0.6 -1.4 -3.4
H -4.521 1.861 2.198 -2.6 0.6 2.2
H -4.570 1.567 0.172 -2.0 -0.4 -2.2
C -1.596 1.054 -3.762 -3.4 -7.9 2.3
H -2.745 1.113 -3.952 2.2 -0.8 0.0
H -1.037 -0.022 -3.865 -1.4 2.5 -1.4
H -1.213 1.860 -4.110 3.3 4.8 -3.1
H 0.622 1.218 -2.333 7.2 -1.3 -5.6
H 2.365 -1.761 2.141 0.5 2.0 -2.4
S -0.419 -1.516 1.217 2.6 0.6 2.5
H -2.778 -1.153 -0.502 -0.5 -1.5 -1.3
H -2.403 -2.458 -1.600 -0.6 -3.7 -12.3
H -4.755 -4.188 0.749 -0.2 1.8 -0.4
H -4.999 -2.281 0.048 0.9 -1.8 1.5
H -4.729 -3.586 -0.936 1.2 -0.3 0.9
```
Positions in Å, forces in eV/Å.

Computed properties:
energy above the lowest of the compared OMol25 structures with the same formula, charge and spin = 1862.1 kJ/mol
net charge = 0
LUMO level = 0.172 eV
frontier orbital gap = 9.04 eV
multiplicity = 1
max |F| = 19.46 eV/A